Here is a structure of composition C4H8O2 in a non-equilibrium geometry from OMol25. Energies are from the ωB97M-V functional and the def2-TZVPD basis.

Properties
Relative energy (zero: lowest compared OMol25 entry of this formula, charge and spin) ... 89.1 kcal per mole
HOMO energy ... -8.4 eV

Cartesian coordinates (Å):
C 0.84 -0.54 -0.70
C -0.15 0.67 -0.23
C -0.19 0.98 1.25
C -1.13 -0.38 -0.72
O 1.29 -1.39 0.32
O -1.77 -0.26 -1.79
H 0.92 -2.27 0.17
H 0.99 -0.84 -1.74
H -1.47 -1.09 0.07
H -0.16 1.53 -0.90
H 1.47 0.44 -0.61
H -1.17 1.38 1.50
H -0.05 0.08 1.86
H 0.59 1.70 1.53